Record 1
A molecular structure, C42H34BrN5O2RuTe. Source: the OMol25 dataset; level of theory: the ωB97M-V functional and the def2-TZVPD basis.

The geometry in XYZ format:
```
86
C42H34BrN5O2RuTe (the ωB97M-V functional and the def2-TZVPD basis)
Ru 0.32440 0.68015 1.31941
O -2.02413 5.64057 2.04243
C -1.52180 5.42474 3.29278
C -1.52167 6.36559 4.28479
C -0.88840 6.12701 5.48915
C -0.22537 4.90470 5.62648
C -0.32887 3.90207 4.66642
C -0.93280 4.15390 3.43976
C -0.95234 3.14387 2.31261
O -0.63989 1.90679 2.71434
N -0.04820 3.60059 1.24006
N 0.47158 2.66071 0.48135
C 1.08370 3.23753 -0.65473
C 1.67350 2.67375 -1.67077
Br 1.66433 -1.21336 -0.79217
C 2.23122 2.29564 -2.78515
C 1.54933 1.98025 -4.02928
C 0.29265 2.51836 -4.33206
C -0.37049 2.16187 -5.49325
C 0.19457 1.23624 -6.33425
C 1.42518 0.68399 -6.03851
C 2.16557 1.09426 -4.91631
H -2.48464 6.46765 1.93606
H -1.92607 7.35849 4.08277
H -0.76927 6.92501 6.20696
H 0.32061 4.71623 6.50492
H 0.12117 2.96606 4.83580
H -2.00569 3.14570 1.93192
H -0.23484 4.52919 0.87768
H 1.19288 4.35279 -0.62350
H 3.33711 2.12095 -2.79478
H -0.13680 3.20901 -3.60925
H -1.29391 2.66421 -5.71545
H -0.24804 0.81893 -7.23451
H 1.76026 -0.14597 -6.65055
H 3.13623 0.63962 -4.70758
C 4.55496 1.00553 2.27126
C 3.25494 1.35485 1.90833
N 2.23924 0.56267 2.11006
C 2.44775 -0.68765 2.66657
C 3.72969 -1.10652 3.11594
C 4.77077 -0.17092 2.96197
C 3.87874 -2.38302 3.61767
C 2.82401 -3.28825 3.55033
C 1.55296 -2.89112 3.09923
C 1.34635 -1.58483 2.67257
N 0.16574 -1.06065 2.13192
C -1.05460 -1.68362 1.93175
C -1.61139 -2.68679 2.70945
C -2.89515 -3.23771 2.37832
C -3.67364 -2.77165 1.38008
C -3.12371 -1.64947 0.61903
C -3.89132 -0.99151 -0.37363
C -3.40778 0.13395 -0.99736
C -2.10851 0.58527 -0.65974
N -1.37516 -0.01887 0.22172
C -1.83758 -1.12511 0.90386
H 5.40656 1.66574 2.03973
H 3.09987 2.28168 1.37746
H 5.76509 -0.47245 3.22136
H 4.87396 -2.70456 3.90543
H 2.98186 -4.30696 3.86616
H 0.71453 -3.58216 3.08354
H -1.07245 -3.02048 3.52037
H -3.25581 -3.97209 3.11197
H -4.66440 -3.14506 1.11535
H -4.96228 -1.33694 -0.56473
H -3.98396 0.69649 -1.73527
H -1.68906 1.49109 -1.12479
C 0.92063 -3.30085 -4.04841
Te 0.20476 -1.40453 -3.36375
C -1.20822 -2.58079 -2.23024
C -1.11554 -3.97680 -2.71743
C -2.01393 -4.94187 -2.23693
C -2.12782 -6.16829 -2.84937
C -1.23533 -6.51867 -3.85397
C -0.23608 -5.61116 -4.24649
C -0.13926 -4.37157 -3.68325
H 1.89337 -3.48783 -3.63132
H 1.06268 -3.21420 -5.16552
H -2.22052 -2.14342 -2.31961
H -0.83963 -2.37938 -1.24334
H -2.63221 -4.54978 -1.43355
H -2.81353 -6.92558 -2.44027
H -1.38244 -7.42405 -4.42993
H 0.49179 -5.84722 -5.04612
```

Summary:
**HOMO level (spin up / spin down)**: -9.52 / -10.10 eV
**Frontier orbital gap (spin up / spin down)**: 0.2479 / 0.2306 Eh
**Net charge**: +1
**⟨S²⟩**: 8.794
**Spin multiplicity**: 6


Record 2
C3H7NO3 in the gas phase. Source: the OMol25 dataset; level of theory: the ωB97M-V functional and the def2-TZVPD basis.

The geometry in XYZ format:
```
14
C3H7NO3 (the ωB97M-V functional and the def2-TZVPD basis)
O -2.16164 0.41258 0.78890
C -0.98044 0.51683 0.84671
O -0.41191 1.43872 1.70856
C 0.11274 -0.28327 0.18851
C -0.38927 -0.95958 -1.16238
O 0.68159 -1.54042 -1.81211
N 1.39121 0.46057 -0.05516
H -1.15366 1.91814 2.11526
H 0.45121 -1.05642 0.88685
H -1.14297 -1.65762 -0.81156
H -0.86894 -0.08369 -1.63750
H 1.35026 -0.85073 -1.88603
H 1.10341 1.42083 0.11627
H 2.01841 0.26407 0.71368
```

Summary:
**HOMO level**: -10.01 eV
**Frontier orbital gap**: 0.3873 Eh
**Net charge**: 0
**SMILES string**: N[C@H](CO)C(=O)O


Record 3
A molecular structure, C21H36N3O5SeSi2Ti. Source: the OMol25 dataset; level of theory: the ωB97M-V functional and the def2-TZVPD basis.

The geometry in XYZ format:
```
69
C21H36N3O5SeSi2Ti (the ωB97M-V functional and the def2-TZVPD basis)
Ti 0.90038 -0.71136 -0.17411
O 0.86090 -4.60337 0.25361
C 0.24909 -3.43341 0.36937
O 0.69016 -2.52758 1.08995
C -1.20153 -3.49659 -0.05782
O -1.61344 -2.26516 -0.61955
C -1.44082 -2.22058 -2.03820
C -0.03966 -2.64646 -2.42591
O 0.18438 -3.09918 -3.52839
O 0.82070 -2.49787 -1.45040
H 1.78566 -4.46317 0.51864
H -1.78673 -3.65948 0.84078
H -1.35654 -4.32684 -0.74700
H -1.57597 -1.18251 -2.33357
H -2.17316 -2.84956 -2.54089
C -3.43540 1.40627 2.37811
Si -2.54448 0.18417 1.24709
C -3.52401 0.21968 -0.35673
C -2.85451 -1.45285 2.13608
C -0.74961 0.53469 0.98659
C 0.12471 0.21643 2.10160
C -0.24107 -0.04255 3.44313
C 0.73661 -0.29112 4.37333
C 2.08545 -0.31072 3.99182
C 2.37651 -0.11811 2.66776
N 1.42926 0.13160 1.75260
Si -0.36958 2.25299 0.30999
C -1.18347 2.55090 -1.34670
C -1.15925 3.58480 1.41399
C 1.41060 2.82024 0.45116
H -4.51625 1.27803 2.24087
H -3.18990 2.44800 2.16446
H -3.21215 1.22523 3.43610
H -4.24148 -0.60821 -0.37212
H -2.88231 0.12759 -1.23609
H -4.08409 1.15688 -0.45043
H -3.52011 -1.29564 2.99181
H -1.92601 -1.89335 2.51498
H -3.32943 -2.17054 1.46264
H -1.28492 -0.01454 3.72946
H 0.46405 -0.46666 5.40781
H 2.87680 -0.49729 4.70255
H 3.39317 -0.17735 2.30130
H -2.25519 2.72832 -1.20653
H -1.04559 1.69380 -2.00819
H -0.75670 3.43557 -1.83491
H -2.22777 3.72237 1.21198
H -0.66229 4.54634 1.23211
H -1.04306 3.34467 2.47966
H 2.13293 2.09310 0.10302
H 1.61831 3.03653 1.50469
H 1.53808 3.75046 -0.11491
C 0.96691 1.32232 -3.77559
C 1.86792 0.60995 -2.76500
C 3.02324 1.54590 -2.39259
C 2.45400 -0.63608 -3.44471
N 1.11276 0.23505 -1.57083
H 1.51368 1.47069 -4.71163
H 0.64462 2.29821 -3.40386
H 0.07956 0.71916 -3.98721
H 3.64446 1.73207 -3.27419
H 3.64300 1.08782 -1.61950
H 2.65034 2.50419 -2.02383
H 3.14462 -0.32676 -4.23577
H 1.67299 -1.25338 -3.89066
H 2.99507 -1.24567 -2.72342
Se 5.49493 -2.35978 0.71444
C 3.93879 -1.65368 0.21839
N 2.90184 -1.21661 -0.08060
```

Summary:
**HOMO level**: -5.03 eV
**Frontier orbital gap**: 0.2799 Eh
**Net charge**: -1


The evaluated energy relative to the best compared isomer or geometry (same formula, charge and spin) for the records listed, in turn: 17.2, 33.7, 14.3 kcal/mol.